264
Properties=species:S:1:pos:R:3:forces:R:3:mulliken_charge:R:1 method="wB97M-V/def2-TZVPD" homo_ev=-8.66 e_tot_ev=-131953.65709 orbital_gap_ha=0.3274 de_lowest_kcal_mol=57.88
C -1.73342 5.23384 -0.57971 0.2 -1.1 -0.7 -1.565
C -0.97635 4.57118 -1.73336 1.3 -0.8 0.2 1.161
C -1.49478 3.15375 -2.17083 -0.1 1.2 0.4 -0.523
O -0.57698 2.53497 -3.03317 0.3 1.3 0.0 -0.336
C -0.95402 1.36347 -3.68673 0.5 -0.7 -0.1 -0.033
N -0.79215 5.46591 -2.87312 -0.7 -0.1 -0.1 -0.914
H -2.75106 5.41775 -0.92423 -0.1 0.3 0.4 0.414
H -1.22238 6.12746 -0.22142 -0.2 0.2 -0.3 0.378
H -1.68497 4.52277 0.24499 -0.5 0.0 0.2 0.238
H 0.04787 4.45608 -1.37865 0.2 -0.8 0.6 -0.145
H -2.46965 3.32340 -2.62794 -0.2 -0.1 -0.4 0.332
H -1.65155 2.50084 -1.31220 0.0 0.0 0.5 0.011
H -1.75893 1.42545 -4.41910 -0.2 0.4 0.0 0.532
H -1.17867 0.55709 -2.98861 -0.2 -0.2 0.3 -0.132
H -0.04275 1.07223 -4.20911 -0.1 -0.2 -0.2 -0.344
H -0.15008 6.16033 -2.51867 0.1 0.5 -0.2 0.333
H -0.23960 4.93562 -3.53159 0.1 0.0 -0.5 0.379
C 2.67533 -1.50146 -2.72086 0.8 0.2 0.0 0.125
C 2.23645 -1.77244 -4.17493 0.1 0.7 3.0 3.975
C 3.36827 -2.08619 -5.06118 0.4 0.6 -1.6 -1.799
O 4.09824 -0.90439 -5.40183 0.9 -0.5 1.0 -0.135
C 5.41210 -1.17925 -5.92361 -1.3 0.7 -0.5 -1.074
N 1.33127 -2.88313 -4.13429 -1.4 -0.4 -0.6 -0.827
H 3.49801 -0.79149 -2.63587 -0.3 0.5 -0.1 -0.426
H 3.07422 -2.38160 -2.21653 -0.3 -0.5 -0.1 -0.230
H 1.78698 -1.15445 -2.19312 0.2 0.1 0.3 -0.129
H 1.72383 -0.83364 -4.38463 -0.2 -0.2 -0.9 -1.504
H 3.03039 -2.42948 -6.03898 -0.3 -0.8 0.1 0.395
H 3.92646 -2.86211 -4.53729 0.7 -0.1 -0.2 0.368
H 6.04571 -1.72905 -5.22764 0.0 0.0 0.0 0.203
H 5.80498 -0.19226 -6.16773 0.4 -0.2 0.2 0.363
H 5.27966 -1.68387 -6.88065 0.3 -0.5 0.0 0.367
H 1.70829 -3.72943 -3.73211 0.9 -0.3 -0.3 0.099
H 0.57849 -2.70450 -3.48505 -0.6 0.5 -0.1 -0.403
C -1.91228 -4.53158 2.14038 -0.2 0.6 0.9 -1.075
C -0.73738 -4.82309 3.08184 -1.0 -1.8 -0.9 2.114
C -1.15289 -5.15852 4.56216 0.1 0.7 -1.6 -0.924
O -1.80925 -4.09303 5.16917 -0.9 1.1 1.0 -0.363
C -1.11559 -2.86521 5.21254 0.5 -0.3 -1.1 -0.166
N -0.15829 -6.05989 2.48737 0.7 0.8 1.0 -0.722
H -2.46152 -3.70430 2.58988 -0.5 0.0 -0.4 -0.105
H -2.54382 -5.40432 1.97432 -0.1 -0.1 0.6 0.657
H -1.59817 -4.25951 1.13270 0.3 0.3 0.1 -0.146
H -0.03713 -3.98992 3.02199 0.1 0.1 0.2 -0.787
H -0.26773 -5.43216 5.13636 0.2 -0.3 0.1 0.332
H -1.90519 -5.94726 4.56675 0.4 -0.3 -0.2 0.288
H -0.75832 -2.64469 4.20664 -0.1 0.5 -0.1 -0.164
H -0.19954 -2.90931 5.80160 0.0 -0.1 0.6 0.247
H -1.75552 -2.03673 5.51621 -0.1 -0.4 0.3 0.326
H -0.04955 -5.88667 1.49829 -0.1 -0.2 -0.4 0.077
H 0.79293 -6.04805 2.82668 0.5 -0.7 0.1 0.347
C 2.87459 2.14181 -3.77792 0.3 1.4 -0.3 0.188
C 3.96751 2.74310 -4.69578 -1.1 -0.5 1.0 0.650
C 4.46687 4.12582 -4.28270 0.4 -1.2 -0.3 -1.019
O 3.56746 5.09998 -4.66100 -0.1 1.1 -0.3 -0.353
C 4.10806 6.34631 -4.26820 -0.6 0.5 -0.4 -0.602
N 5.07827 1.79123 -4.77748 -0.5 0.4 -0.7 -0.363
H 3.19259 2.17394 -2.73583 0.2 -0.5 0.1 -0.064
H 2.59376 1.14617 -4.12133 0.0 0.0 0.2 -1.100
H 2.01568 2.81217 -3.80929 -0.3 -0.2 -0.1 0.520
H 3.54201 2.81779 -5.69651 -0.3 0.5 -0.1 0.568
H 5.42499 4.23028 -4.79180 0.4 0.4 -0.3 0.383
H 4.68942 4.28966 -3.22832 0.0 -0.7 0.5 0.369
H 4.19852 6.41457 -3.18411 -0.2 0.0 0.2 0.078
H 3.45830 7.13240 -4.65288 -0.1 -0.1 0.2 0.283
H 5.09810 6.54233 -4.67992 0.2 -0.3 -0.2 0.370
H 4.61375 0.91147 -4.95161 0.0 -0.5 0.4 0.090
H 5.43816 1.99269 -5.69943 1.0 0.0 -0.1 0.365
C -8.98068 -1.00099 -2.49459 -2.7 -0.8 0.8 -1.737
C -7.68645 -0.48916 -2.96064 -2.0 2.4 0.7 0.567
C -6.76942 -0.18811 -1.81230 2.7 0.3 -0.4 -0.749
O -5.52326 0.30296 -2.42074 0.2 0.3 0.8 -0.338
C -4.58108 0.88404 -1.48984 -0.3 -0.2 0.0 -0.564
N -7.20981 -1.34498 -3.96677 2.2 -1.1 -0.3 -0.477
H -8.91122 -2.01824 -2.10924 0.1 -0.1 0.1 0.229
H -9.74653 -1.01812 -3.27001 0.4 -0.3 -0.7 0.422
H -9.57850 -0.43021 -1.78401 0.8 0.4 0.6 0.455
H -7.88252 0.47397 -3.43184 0.0 0.6 0.2 0.467
H -6.48789 -1.04141 -1.19528 -0.2 -0.4 0.1 0.054
H -7.13439 0.59330 -1.14574 -0.5 0.0 -0.1 0.540
H -3.72274 1.36469 -1.95923 -0.4 -0.2 -0.8 0.112
H -4.10818 0.17056 -0.81499 -0.3 -0.5 0.1 0.114
H -5.03283 1.67036 -0.88508 -0.4 0.0 0.1 0.527
H -7.74296 -1.25507 -4.81987 -0.1 0.0 0.0 0.302
H -6.30173 -0.92752 -4.11241 0.7 -0.4 -0.9 0.050
C 5.97167 1.25941 3.72401 0.0 1.0 -0.2 -1.389
C 5.58634 2.40855 4.70504 -0.5 -0.3 -0.4 0.366
C 4.23189 3.07812 4.27793 0.7 0.2 -0.4 0.233
O 3.63091 3.99204 5.21046 -0.2 0.5 -0.2 -0.013
C 4.10448 5.36066 5.16705 1.5 -1.3 -0.2 -0.809
N 5.34548 1.81920 5.98423 0.1 -1.1 1.7 -0.569
H 6.28691 1.68672 2.77211 -0.6 0.1 -0.4 0.270
H 5.14948 0.55056 3.62586 0.0 0.1 -0.2 0.003
H 6.88066 0.70808 3.96458 -0.1 0.0 0.9 0.543
H 6.45679 3.05564 4.81320 -0.1 0.8 -0.7 0.432
H 3.51737 2.27684 4.08947 -0.1 -0.2 0.6 -0.444
H 4.30823 3.50519 3.27799 0.3 0.6 -0.1 0.137
H 5.09882 5.33570 5.61288 0.3 0.3 0.1 0.334
H 3.54684 6.10899 5.73020 -0.7 -0.7 0.0 0.199
H 4.26489 5.70134 4.14416 -0.3 0.0 -0.2 0.251
H 5.18283 2.46672 6.74210 -0.6 0.6 -0.3 0.198
H 6.20383 1.39817 6.30990 0.2 -0.6 -0.2 0.246
C 0.67635 6.07902 7.93537 0.6 0.3 0.0 -1.443
C -0.22471 5.01530 7.33653 0.3 0.6 -1.0 0.183
C 0.54443 4.11148 6.35553 -0.3 -0.4 -0.8 -0.281
O -0.31591 3.12623 5.72221 0.9 -0.4 -0.1 -0.402
C 0.45615 2.13163 4.93049 -1.2 1.5 0.9 0.245
N -0.76049 4.29538 8.44583 -0.4 -0.4 0.2 -0.739
H 1.24066 6.69335 7.23377 -0.1 -0.1 -0.3 0.330
H 1.41260 5.56869 8.55635 0.2 -0.1 0.1 0.326
H 0.16363 6.75213 8.62249 -0.3 -0.1 -0.2 0.352
H -1.08284 5.43951 6.81523 0.1 0.3 -0.3 0.397
H 1.37656 3.61807 6.85775 0.1 -0.2 0.4 0.279
H 1.02967 4.66737 5.55326 0.0 0.4 -0.1 0.048
H 0.79924 1.34025 5.59690 0.4 0.1 -0.1 0.364
H 1.24939 2.66288 4.40452 0.3 -0.2 0.1 -0.280
H -0.22375 1.70753 4.19159 -0.1 0.1 0.1 -0.059
H -1.48004 3.71421 8.04015 0.0 -0.6 0.4 0.330
H 0.02337 3.72928 8.73771 -0.3 -0.7 0.6 0.306
C 3.06868 -1.03229 4.81587 -0.1 0.3 -2.0 -1.619
C 2.78523 -2.48156 4.31470 0.0 1.5 1.0 2.445
C 3.67009 -2.94154 3.09813 -0.6 2.2 1.1 -1.363
O 3.40412 -2.01344 1.99757 0.5 -2.3 0.1 0.123
C 4.31274 -2.29212 0.90985 0.4 0.9 0.4 -1.235
N 3.06391 -3.27772 5.48461 1.3 -2.1 -0.4 -0.786
H 2.93220 -0.30108 4.01912 -0.4 0.0 -0.3 -0.118
H 4.12081 -0.86495 5.04635 -0.1 -0.5 0.6 0.432
H 2.40020 -0.69951 5.60990 0.2 -0.4 0.2 0.525
H 1.72102 -2.63641 4.13702 -0.2 0.5 -1.0 -0.985
H 3.54028 -3.99924 2.86896 -0.4 0.0 -0.4 0.352
H 4.71498 -2.79498 3.37169 0.2 -0.1 0.2 0.410
H 4.77293 -3.28021 0.90885 -0.5 -0.3 0.2 0.551
H 5.15502 -1.61411 1.04756 0.1 0.2 -0.4 0.455
H 3.82079 -2.12085 -0.04762 0.0 0.1 0.1 -0.063
H 2.49733 -3.16330 6.31286 -0.3 0.6 -0.3 0.316
H 2.89945 -4.21760 5.15343 0.1 -0.7 0.6 0.295
C 2.58993 -5.06018 -0.56549 -0.2 -1.0 0.6 -1.383
C 2.04343 -5.98469 -1.69511 -0.1 1.9 2.6 0.334
C 0.50606 -5.95613 -1.78639 1.4 -1.6 0.2 -0.462
O 0.11580 -6.73379 -0.65539 0.8 1.5 -0.3 -0.344
C -1.08274 -7.39584 -0.73031 -1.2 -1.1 0.5 -0.962
N 2.63445 -5.45384 -2.84720 0.2 0.0 -2.7 -0.523
H 3.66160 -4.92599 -0.71256 0.2 -0.2 0.1 0.560
H 2.43479 -5.54517 0.39826 0.1 0.1 0.2 0.445
H 2.20169 -4.04420 -0.49369 -0.5 -0.1 -0.4 -0.332
H 2.42593 -6.99144 -1.52706 -0.5 -0.3 0.4 0.489
H 0.24953 -6.49086 -2.70092 -0.4 -0.1 -0.2 0.600
H 0.10482 -4.94607 -1.86940 -0.2 0.1 0.4 0.023
H -1.15405 -7.95927 0.20004 -0.2 0.1 0.1 0.334
H -1.13614 -8.14523 -1.52004 0.2 0.0 -0.4 0.439
H -1.96960 -6.76704 -0.80898 0.0 0.4 -0.1 0.264
H 2.46928 -6.18792 -3.52096 0.2 0.2 -1.1 0.258
H 3.63865 -5.43116 -2.74152 0.2 0.1 0.0 0.217
C -6.62282 3.26551 5.22042 1.4 -1.1 -0.1 -1.093
C -6.34080 4.57346 4.55275 -1.6 1.3 -0.7 0.489
C -6.02140 4.43352 3.03155 0.6 -0.1 1.0 -0.859
O -4.79017 3.78522 2.94934 1.1 -1.5 0.4 -0.207
C -4.49715 3.30241 1.65867 -0.3 0.7 -0.1 -0.788
N -7.57373 5.37354 4.77715 0.1 0.0 -0.5 -0.714
H -5.85429 2.56843 4.88643 0.0 -0.3 0.0 0.113
H -7.58896 2.89160 4.88152 -0.1 -0.1 0.2 0.359
H -6.54227 3.24995 6.30733 -0.3 0.4 0.0 0.316
H -5.56639 5.19513 5.00210 0.5 -0.6 0.0 0.215
H -5.87378 5.41732 2.58606 -0.5 0.4 -0.1 0.397
H -6.72010 3.84038 2.44155 -0.8 0.1 0.2 0.308
H -5.28873 2.68255 1.23763 -0.5 0.0 0.1 0.281
H -3.61189 2.66775 1.61836 0.3 0.4 0.4 0.192
H -4.40722 4.19844 1.04456 0.4 -0.2 -0.7 0.459
H -7.70844 6.00604 4.00133 0.0 0.5 0.0 0.245
H -8.36160 4.74509 4.71075 -0.2 -0.1 0.1 0.295
C 6.63995 1.30350 -0.41035 0.3 -0.7 -0.4 -1.378
C 7.27624 0.77061 -1.73893 -1.6 0.4 0.8 0.416
C 6.65694 -0.54188 -2.23264 1.0 0.7 0.7 0.586
O 6.86581 -1.57898 -1.27629 -0.2 0.1 -0.7 -0.383
C 6.55380 -2.78341 -1.91876 0.6 -0.9 0.1 -0.667
N 7.13037 1.76132 -2.79352 0.7 0.7 0.3 -0.685
H 5.56746 1.46798 -0.51431 -0.1 0.2 -0.2 0.228
H 7.12749 2.24102 -0.14299 -0.1 0.1 0.0 0.476
H 6.75885 0.62066 0.43089 0.2 -0.2 0.0 0.294
H 8.34515 0.65008 -1.56288 0.0 -0.4 0.0 0.288
H 7.17704 -0.72352 -3.17318 0.1 -0.5 -0.2 0.380
H 5.58963 -0.49119 -2.44800 -0.2 0.4 0.0 -0.742
H 7.30180 -3.04556 -2.66701 0.2 0.2 -0.4 0.449
H 5.59226 -2.76027 -2.43160 -0.4 0.0 0.1 0.091
H 6.62098 -3.62271 -1.22653 -0.4 0.2 0.4 0.299
H 6.25643 1.81296 -3.29717 -0.4 -0.9 -0.2 0.192
H 7.14990 2.66296 -2.33880 0.5 0.3 0.0 0.336
C 2.10467 6.84035 1.61177 0.3 0.4 0.9 -1.525
C 2.76412 5.72187 0.84907 -0.4 -0.1 0.3 0.410
C 2.08206 4.34252 1.13289 1.4 0.6 -0.8 -0.198
O 2.96501 3.28703 0.67881 -0.1 1.1 0.4 -0.320
C 2.29615 2.03593 0.66090 -0.4 0.9 0.2 -0.191
N 2.84209 6.09530 -0.52991 -0.4 -0.7 -1.8 -0.569
H 2.42259 7.82476 1.26832 0.2 -0.1 -0.3 0.433
H 2.56273 6.72559 2.59417 -0.8 0.3 0.6 0.254
H 1.01629 6.89449 1.63641 0.0 -0.5 0.1 0.219
H 3.79650 5.74487 1.19801 0.1 -0.9 0.7 0.223
H 1.09870 4.22459 0.67770 -0.1 0.3 -0.6 0.405
H 1.86741 4.31541 2.20120 0.4 -0.4 0.4 0.042
H 1.67855 1.98090 -0.23556 -0.1 -0.3 -0.2 0.176
H 1.62240 2.08476 1.51634 0.0 -1.0 0.2 0.451
H 3.02273 1.22400 0.69172 -0.1 0.1 0.2 -0.034
H 3.57213 6.78074 -0.66149 -0.1 0.4 0.2 0.280
H 3.21504 5.29745 -1.02432 -0.1 -0.4 -0.4 0.023
C -4.43656 -1.16382 3.75909 -0.1 0.0 -0.4 -0.643
C -3.77056 -0.39747 2.63223 1.3 0.9 0.1 -0.001
O -3.05456 -1.22555 1.73326 0.0 -0.4 0.2 0.424
O -5.56081 -1.85847 3.25455 -0.4 -0.4 0.0 -0.519
H -4.71933 -0.55996 4.62135 0.1 0.4 -0.1 0.477
H -3.75935 -1.92980 4.13692 0.2 0.0 -0.1 0.036
H -2.99659 0.27036 3.01049 0.1 0.0 0.5 0.231
H -4.37970 0.28165 2.03570 -0.9 -0.2 0.3 0.068
H -3.66467 -1.86060 1.35106 -0.6 -0.4 -0.2 -0.715
H -6.30891 -1.25766 3.22347 0.0 0.0 0.0 0.319
C -5.26552 -5.49224 0.73898 0.2 0.7 -1.7 -0.054
C -5.31509 -3.96121 0.88613 0.1 -1.0 0.1 0.040
O -4.49208 -3.27396 -0.08909 -0.2 -0.5 1.5 0.336
O -6.01312 -6.23807 1.67028 0.5 0.3 0.4 -0.579
H -4.19954 -5.71748 0.70625 -0.2 -0.7 0.4 -0.139
H -5.66691 -5.70845 -0.25109 0.2 -0.2 -0.4 0.065
H -4.93341 -3.79562 1.89360 -0.2 0.7 -0.1 0.035
H -6.36990 -3.70994 0.77506 0.0 0.7 0.3 0.542
H -4.97289 -3.28607 -0.91992 -0.4 0.0 -0.5 -0.637
H -6.93745 -6.12005 1.43944 -0.1 0.0 0.1 0.374
C -3.22789 -2.06398 -3.55252 1.8 -0.4 0.5 1.964
C -3.42066 -1.99973 -5.05643 -2.6 -1.0 1.4 -1.117
O -2.64025 -1.04652 -5.67141 -0.2 -0.2 -0.1 -0.778
O -1.92695 -2.62070 -3.22328 0.0 0.1 -1.0 -0.215
H -3.89688 -2.70381 -2.97705 -0.9 0.4 -0.5 -1.163
H -3.26183 -1.03774 -3.18677 -0.2 0.1 0.2 -0.204
H -4.48123 -1.76513 -5.14726 -0.3 0.9 -0.1 0.370
H -3.52629 -2.98857 -5.50268 1.3 -0.3 -0.3 0.439
H -1.79298 -1.48414 -5.78191 1.1 -0.1 0.1 0.613
H -1.80078 -2.46795 -2.28394 0.0 0.2 0.5 0.035
C -0.59020 -0.83765 -0.25902 -0.5 -0.4 -0.5 0.631
C 0.15927 -1.67914 0.73084 -0.3 -0.1 0.3 1.460
O 1.08831 -0.85907 1.33892 0.6 1.0 0.3 0.427
O -1.76113 -1.55582 -0.64144 0.4 0.3 -0.7 1.736
H -0.01717 -0.60142 -1.15564 0.1 -0.3 -0.1 -0.821
H -0.81480 0.14349 0.15932 -0.3 0.0 0.4 0.121
H 0.56195 -2.59173 0.29136 0.4 0.0 -0.4 -0.680
H -0.55241 -2.04612 1.47039 -0.3 0.0 0.2 -0.403
H 1.93589 -1.28386 1.48979 0.3 -0.4 0.3 -0.382
H -2.26766 -1.67448 0.16537 -0.2 0.1 0.1 -0.888
C -6.67773 -4.67706 -3.09624 0.4 0.4 -0.1 -0.840
C -5.94025 -4.72560 -4.46756 -0.9 -0.5 2.1 -0.149
O -4.56831 -5.03891 -4.21901 -0.8 0.2 -0.8 -0.556
O -6.28616 -3.53397 -2.32343 0.6 -0.7 0.5 0.038
H -6.36887 -5.52212 -2.48096 -0.2 -0.2 -0.2 0.291
H -7.76384 -4.64943 -3.18404 -0.1 -0.2 -0.3 0.365
H -6.18060 -3.76487 -4.92289 0.7 0.2 -0.4 0.101
H -6.42256 -5.51704 -5.04123 0.4 -0.1 -0.2 0.513
H -4.33011 -4.55870 -3.42261 0.2 0.1 0.1 0.152
H -6.57638 -2.73851 -2.77578 -0.3 0.4 -0.7 -0.042
C -0.31323 -0.03523 -8.01936 1.0 -0.7 1.6 -0.703
C 0.59945 -0.63802 -6.85403 -0.3 1.1 -1.6 0.217
O -0.05233 -1.70570 -6.17334 -0.2 1.2 -1.5 -0.689
O -1.42402 0.55299 -7.43238 -0.4 0.5 0.2 -0.557
H -0.69325 -0.80188 -8.69459 0.7 -0.3 -0.4 0.314
H 0.23605 0.76695 -8.51222 0.2 -0.3 -0.3 0.375
H 0.85926 0.21756 -6.23066 -0.7 0.2 0.7 -0.219
H 1.59555 -0.82212 -7.25651 0.1 -1.1 -0.3 0.296
H 0.52417 -2.10931 -5.52040 0.3 -0.8 0.5 0.421
H -1.80757 -0.17344 -6.93560 -0.9 0.5 0.2 0.539